Record 1
Entry from the Open Molecules 2025 dataset: a structure of composition C42H52AsN3ReSi3 (the ωB97M-V functional and the def2-TZVPD basis).

The HOMO energy (spin up / spin down) comes out at -11.92 / -11.59 eV. The multiplicity is 2. Its total charge is +2. As for the expectation value of S²: 0.762.

CARTESIAN COORDINATES (ANGSTROEM)
Re1 0.98718 0.08931 0.07864
C1 -0.98412 -2.21809 0.99830
C2 0.25412 -2.72528 1.77538
C3 1.30304 -2.77329 0.68664
C4 0.84248 -2.23345 -0.46226
C5 -0.39916 -1.44959 -0.19390
H1 -1.41734 -3.12646 0.56105
H2 0.54600 -2.01658 2.55549
H3 2.22314 -3.33692 0.78535
H4 1.30648 -2.35835 -1.42923
H5 -1.05855 -1.39111 -1.05624
C6 -0.00600 -4.09224 2.40118
Si1 -2.16777 -2.21031 3.57208
C7 -0.89211 -1.90545 4.87463
C8 -3.55611 -3.16982 4.30997
C9 -2.10498 -1.55351 1.85866
Si2 -3.76442 -1.97217 0.91906
C10 -3.67953 -1.31213 -0.83481
C11 -5.27587 -1.26166 1.76862
C12 -3.91647 -3.83925 0.81851
Si3 -1.99028 0.31428 2.24117
C13 -2.71422 1.44702 0.95171
C14 -3.08339 0.48070 3.79786
C15 -0.25603 0.81714 2.84541
C16 -0.11768 1.57038 4.00933
C17 1.12812 1.77534 4.58291
C18 2.22917 1.18111 3.98979
C19 2.04310 0.48816 2.80866
N1 0.84737 0.34605 2.21414
H6 -0.87098 -4.10126 3.09372
H7 0.83434 -4.44811 2.99766
H8 -0.24302 -4.83439 1.63812
H9 -0.44516 -2.86109 5.16126
H10 -1.39513 -1.51887 5.76504
H11 -0.10088 -1.21971 4.58968
H12 -3.14723 -4.01082 4.87680
H13 -4.29302 -3.53799 3.60564
H14 -4.05907 -2.52579 5.03958
H15 -4.65098 -0.90234 -1.12027
H16 -3.44898 -2.12068 -1.53148
H17 -2.93881 -0.53157 -0.97851
H18 -5.26905 -0.17207 1.82598
H19 -5.45844 -1.65073 2.77089
H20 -6.14335 -1.53855 1.16375
H21 -3.30241 -4.24579 0.01415
H22 -4.95366 -4.08585 0.57531
H23 -3.66501 -4.38015 1.72947
H24 -3.76472 1.21308 0.77565
H25 -2.18863 1.39000 -0.00182
H26 -2.66859 2.47384 1.32470
H27 -3.89509 -0.25660 3.84587
H28 -3.61056 1.43846 3.76535
H29 -2.54562 0.45882 4.74486
H30 -0.99457 1.99466 4.48011
H31 1.23133 2.36202 5.48571
H32 3.21932 1.26367 4.41479
H33 2.88560 0.04376 2.28670
N2 2.14343 6.25915 -0.14568
C20 1.84051 4.95322 -0.03634
C21 0.53487 4.51673 0.24467
C22 0.26512 3.17462 0.32116
N3 1.18928 2.22145 0.12796
C23 2.44794 2.63911 -0.13204
C24 2.81529 3.95396 -0.20436
H34 1.44108 6.96745 -0.03123
H35 3.07978 6.55921 -0.34922
H36 -0.26547 5.22876 0.39401
H37 -0.73660 2.83100 0.53826
H38 3.18981 1.86433 -0.30947
H39 3.84264 4.20848 -0.42676
C25 -1.04244 -2.01609 -5.62649
C26 -1.66500 -1.22374 -4.67133
C27 -0.90509 -0.57733 -3.70802
C28 0.48053 -0.71412 -3.70608
C29 1.10417 -1.49703 -4.67117
C30 0.33814 -2.15208 -5.62636
As1 1.49117 0.25125 -2.37272
C31 3.34433 -0.08129 -2.78170
C32 4.06902 -1.23872 -2.54203
C33 5.41632 -1.27807 -2.87605
C34 6.02526 -0.15866 -3.43108
C35 5.30252 1.00355 -3.65775
C36 3.95011 1.05115 -3.33682
C37 3.05686 2.22032 -3.51291
C38 3.43362 3.46422 -4.00617
C39 2.49583 4.48432 -4.08971
C40 1.18170 4.27653 -3.68646
C41 0.79730 3.03757 -3.19011
C42 1.73298 2.02090 -3.10959
H40 -1.63424 -2.52214 -6.37721
H41 -2.74066 -1.10542 -4.68194
H42 -1.39327 0.05301 -2.97186
H43 2.18263 -1.59519 -4.68378
H44 0.82242 -2.76240 -6.37676
H45 3.59369 -2.10961 -2.10676
H46 5.99152 -2.17859 -2.70787
H47 7.07463 -0.19382 -3.69113
H48 5.79576 1.86340 -4.09212
H49 4.44971 3.64324 -4.33353
H50 2.78907 5.44785 -4.48515
H51 0.45810 5.07682 -3.76910
H52 -0.22817 2.87294 -2.87804

These are the Mulliken partial charges, in e, on atoms 1 to 8: 0.758, -1.318, 0.518, -1.226, -1.734, -0.280, 0.712, -0.520



Record 2
Entry from the Open Molecules 2025 dataset: a structure of composition C42H52N3O5S3W (the ωB97M-V functional and the def2-TZVPD basis).

The HOMO energy comes out at -10.94 eV. The multiplicity is 1. Its total charge is +1.

CARTESIAN COORDINATES (ANGSTROEM)
W1 0.36365 0.81317 -0.04536
C1 -1.45602 -3.47434 0.32576
C2 -0.82922 -2.17106 0.72498
N1 -0.76220 -1.18561 -0.13745
N2 -1.47449 -1.49291 -1.29156
C3 -1.10503 -0.89731 -2.36267
S1 0.28004 0.14760 -2.35112
S2 -1.83184 -1.26023 -3.91700
C4 -2.20210 -3.04976 -3.74639
C5 -1.06064 -3.90438 -4.22018
C6 0.09523 -4.03557 -3.45543
C7 1.15928 -4.79358 -3.91797
C8 1.07701 -5.43133 -5.14711
C9 -0.07076 -5.30458 -5.91464
C10 -1.13313 -4.53988 -5.45473
C11 -0.35019 -2.04397 2.08975
C12 -0.72234 -2.95859 3.09574
C13 -0.27563 -2.80807 4.38663
C14 0.57956 -1.74902 4.71441
C15 0.95892 -0.83761 3.75837
C16 0.47536 -0.98381 2.45613
O1 0.86782 -0.11191 1.54468
H1 -1.19682 -3.72790 -0.69512
H2 -2.54590 -3.39649 0.37515
H3 -1.12642 -4.27306 0.98164
H4 -3.09381 -3.21319 -4.34918
H5 -2.46101 -3.20440 -2.70176
H6 0.19009 -3.52057 -2.50839
H7 2.05613 -4.87333 -3.31699
H8 1.90811 -6.02212 -5.50907
H9 -0.13924 -5.79822 -6.87491
H10 -2.02779 -4.43996 -6.05827
H11 -1.38888 -3.77706 2.86447
H12 -0.58440 -3.51202 5.14698
H13 0.94400 -1.64408 5.72835
H14 1.62498 -0.01263 3.97333
C17 -1.99560 1.38299 -0.44590
C18 -1.26931 2.48163 -1.01788
C19 -0.53908 3.08058 0.06179
C20 -0.90105 2.33841 1.25394
C21 -1.89649 1.39435 0.96344
C22 -2.91417 0.82555 1.93503
C23 -4.02890 1.89658 1.89838
C24 -3.52388 -0.50863 1.50348
C25 -2.39051 0.72851 3.36547
C26 0.22722 4.41424 0.19371
C27 0.66014 4.67241 1.64915
C28 -0.76823 5.55506 -0.10230
C29 1.47533 4.53789 -0.71536
C30 -1.66498 3.03889 -2.39331
C31 -0.57714 3.81175 -3.13769
C32 -2.89206 3.93136 -2.07421
C33 -2.19348 1.99419 -3.38163
H15 -2.64604 0.73304 -1.00386
H16 -0.50351 2.55578 2.23059
H17 -4.46995 1.97641 0.90258
H18 -3.64632 2.87818 2.18452
H19 -4.81704 1.61921 2.59929
H20 -3.76422 -0.53929 0.43928
H21 -4.45212 -0.66423 2.05483
H22 -2.86701 -1.34289 1.73783
H23 -2.00355 1.68468 3.72290
H24 -1.60927 -0.02302 3.46548
H25 -3.21152 0.44517 4.02571
H26 -0.20173 4.76234 2.31443
H27 1.18009 5.63091 1.67183
H28 1.34287 3.91804 2.02651
H29 -1.67392 5.45664 0.50057
H30 -1.05375 5.63170 -1.14703
H31 -0.28989 6.49490 0.17643
H32 1.53558 3.75390 -1.46430
H33 2.38544 4.50368 -0.11928
H34 1.46756 5.49264 -1.24279
H35 -0.22212 4.69586 -2.62192
H36 -0.98461 4.13294 -4.09784
H37 0.27643 3.16363 -3.34541
H38 -2.73891 4.60787 -1.24209
H39 -3.75509 3.30458 -1.83696
H40 -3.14216 4.52218 -2.95688
H41 -1.39068 1.46292 -3.88794
H42 -2.75746 2.52502 -4.15004
H43 -2.87722 1.27520 -2.93435
C34 4.68306 -2.90680 4.66134
C35 4.24740 -2.50674 3.28152
C36 4.81324 -1.40420 2.64437
C37 4.40499 -1.01465 1.37975
C38 3.38980 -1.72017 0.74325
C39 2.82575 -2.83321 1.35461
C40 3.26119 -3.22164 2.61003
S3 2.81252 -1.31195 -0.88353
O2 1.71013 -2.19307 -1.14230
O3 3.93055 -1.27202 -1.77390
N3 2.22427 0.24375 -0.77090
C41 3.29169 1.25322 -0.74202
C42 3.00375 2.10867 0.45198
O4 3.77540 2.74339 1.11028
O5 1.68309 2.13601 0.65968
H44 5.71074 -2.60384 4.85622
H45 4.60739 -3.98447 4.80164
H46 4.05027 -2.42980 5.41381
H47 5.60107 -0.84758 3.13680
H48 4.90019 -0.17637 0.91168
H49 2.06281 -3.39793 0.83730
H50 2.82636 -4.09913 3.07469
H51 3.23993 1.87158 -1.64336
H52 4.28441 0.82098 -0.72217

These are the Mulliken partial charges, in e, on atoms 1 to 8: 2.649, -1.613, 0.022, 1.153, -1.131, 0.352, -0.382, -0.072



What are the total energy values for these records? In order: -4977.9780 -3433.5851 Ha.
What are the energy relative to the best compared isomer or geometry (same formula, charge and spin) values for these records? In order: 0.535 0.166 eV.